(1)
The following is a quantum chemistry calculation of C4H11NOS in the gas phase in a non-equilibrium geometry, from the Open Molecules 2025 dataset.

Results
**Frontier orbital gap**: 9.8 eV
**E_tot**: -687.14107 a.u.
**HOMO energy**: -8.92 eV
**Relative energy (zero: lowest compared OMol25 entry of this formula, charge and spin)**: 1.858 eV

```
18
Properties=species:S:1:pos:R:3:forces:R:3
O -2.220 1.667 -0.732 -0.2744 -0.2705 -0.1770
C -2.266 0.274 -0.999 0.9813 -0.5030 0.3365
N -0.866 -0.198 -0.917 -0.3368 0.3155 1.1198
C -0.583 -0.701 0.421 0.1804 -0.7779 0.6688
C 0.876 -0.908 0.758 1.5458 -0.9848 -0.0995
C 1.752 0.327 0.678 1.5155 0.6570 0.3733
S 3.116 0.308 -0.588 -0.3956 0.4680 -0.3590
H -1.286 1.775 -0.522 0.0488 0.4314 -0.1160
H -2.847 -0.209 -0.199 -0.0676 0.0185 -0.1871
H -2.747 0.046 -1.951 0.2547 0.2141 -0.1454
H -0.485 -0.883 -1.541 -0.5479 -0.0182 -0.8715
H -0.919 -0.025 1.218 -0.3577 0.1947 -0.5084
H -1.096 -1.663 0.606 -0.0267 0.2190 -0.0016
H 1.454 -1.716 0.268 -0.8031 0.1812 -0.8839
H 0.938 -1.385 1.742 -0.3312 0.7171 0.4180
H 2.431 0.434 1.520 -0.7679 -0.0877 0.6821
H 1.223 1.263 0.564 -0.4017 0.0137 -0.0981
H 3.523 1.592 -0.326 -0.2159 -0.7882 -0.1511
```
Forces are in eV/Å.

=====

(2)
The following is a quantum chemistry calculation of a molecular structure, C35H52Cl2MnO4P4 in a non-equilibrium geometry, from the Open Molecules 2025 dataset.

Results
**Frontier orbital gap (alpha / beta)**: 5.0 / 4.4 eV
**E_tot**: -5101.95482 a.u.
**Charge**: +2
**HOMO energy (alpha / beta)**: -11.65 / -11.65 eV
**Spin multiplicity**: 4
**Relative energy (zero: lowest compared OMol25 entry of this formula, charge and spin)**: 3.892 eV

```
98
Properties=species:S:1:pos:R:3:forces:R:3
P 1.367 1.033 -3.091 0.1644 -0.8857 1.9253
C 3.095 1.176 -3.157 0.6236 0.8833 0.7440
C 3.685 0.604 -4.275 0.3941 -0.4826 -1.1002
H 3.072 -0.031 -4.940 0.5109 0.4168 0.3532
C 5.007 0.881 -4.596 0.5383 0.9433 1.5238
H 5.459 0.458 -5.477 0.0834 -0.0064 -0.0701
C 5.759 1.736 -3.725 -1.3583 -0.7575 -0.2706
H 6.790 1.940 -3.967 0.0859 0.1236 0.0249
C 5.172 2.287 -2.561 -0.6052 -0.7243 -0.6024
H 5.752 2.933 -1.915 -0.0117 -0.0668 0.0078
C 3.830 2.002 -2.253 0.6400 -0.4315 -1.5197
H 3.365 2.426 -1.386 -0.1743 0.1863 0.2819
C 0.720 -0.452 -3.740 -0.3140 -0.1962 -0.7689
C 1.309 -1.717 -3.493 0.6981 1.2365 0.4392
H 2.215 -1.784 -2.865 -0.6406 0.0645 -0.3161
C 0.796 -2.825 -4.104 -0.6928 -1.4141 -0.8242
H 1.239 -3.827 -3.921 -0.3255 0.8511 -0.1700
C -0.287 -2.708 -5.008 0.0297 1.2618 0.4836
H -0.693 -3.576 -5.507 0.0927 -0.0645 -0.0376
C -0.861 -1.430 -5.260 -0.3237 -1.6273 -0.3094
H -1.684 -1.325 -5.978 0.3935 -0.1419 0.3256
C -0.386 -0.324 -4.609 0.5962 0.7323 0.3894
H -0.787 0.684 -4.809 0.0892 -0.6441 0.0540
C 0.426 2.486 -3.219 0.0033 0.9598 -0.9635
C 0.745 3.131 -4.440 -0.3916 -0.2060 0.4969
H 1.510 2.684 -5.080 -0.2509 0.3498 0.0312
C 0.063 4.275 -4.793 -0.5105 0.6959 0.1467
H 0.300 4.762 -5.744 -0.2019 -0.0735 0.4133
C -0.919 4.806 -3.925 0.4036 -0.9436 0.5589
H -1.441 5.710 -4.212 -0.0137 -0.0775 0.0757
C -1.207 4.175 -2.677 0.3917 0.6151 -1.4114
H -1.961 4.604 -2.021 0.2431 -0.1102 -0.0736
C -0.516 3.024 -2.325 -0.0221 -0.2847 0.2111
H -0.706 2.566 -1.346 0.1515 0.1044 -0.4261
Mn 0.645 -0.573 1.183 -3.7576 -6.1485 8.2058
C -1.388 -1.435 1.169 -0.4211 -0.0102 0.2280
C -1.978 -1.499 -0.033 -1.1346 -0.3433 -1.1354
H -1.956 -1.813 2.083 1.2526 0.4096 -1.1318
C -1.294 -0.811 -1.203 0.3262 0.2766 0.6037
O -2.093 0.259 -1.696 -0.1064 -0.3045 -0.6477
H -1.589 0.866 -2.276 -0.1779 -0.5952 0.3320
C -0.128 -0.284 -0.548 6.1464 2.7662 2.2596
H -0.843 -1.499 -1.932 -0.8259 -0.0571 -0.5288
C 1.028 0.307 -0.179 -1.4847 2.9623 -6.3776
Cl 0.079 -1.077 3.612 0.6258 0.0429 -1.1883
Cl 2.734 -0.107 1.807 0.4162 0.1538 0.1314
P 1.581 -2.817 1.274 0.4290 0.1951 0.1847
C 2.498 -3.296 2.775 -0.3575 0.4149 0.2366
H 1.780 -3.553 3.567 0.2347 0.0993 -0.2628
H 3.097 -2.443 3.111 -0.1385 -0.2633 -0.0676
H 3.145 -4.150 2.546 -0.1481 0.0943 -0.0723
C 0.487 -4.230 0.956 -0.4607 0.2459 0.0662
H -0.001 -4.103 -0.016 0.0886 -0.0854 0.1269
H -0.287 -4.255 1.737 0.2433 -0.0789 -0.1909
H 1.067 -5.161 0.970 -0.0960 0.2206 0.0174
C 2.819 -2.898 -0.058 0.1519 0.4443 -0.0565
H 3.403 -1.961 -0.055 -0.2015 -0.4905 0.0307
H 2.320 -3.004 -1.023 0.0243 -0.0841 0.0742
H 3.487 -3.746 0.119 -0.0959 0.0576 -0.1008
P -3.549 -2.295 -0.561 1.5744 1.0870 0.8576
C -4.111 -3.349 0.754 -0.5640 -0.3750 -0.0982
C -3.118 -3.211 -2.041 -0.3947 -0.4130 -0.1476
H -4.212 -2.784 1.685 0.0258 -0.0194 -0.1727
H -3.421 -4.185 0.901 -0.0399 0.1464 -0.0254
H -5.093 -3.746 0.466 0.1548 -0.0097 0.2152
H -2.756 -2.538 -2.825 -0.1225 -0.0307 0.1733
H -4.014 -3.734 -2.404 0.2500 0.0843 -0.0155
H -2.344 -3.953 -1.814 -0.1562 0.1440 0.0115
C -4.709 -0.994 -0.954 -0.7422 -0.3804 -0.1758
H -4.912 -0.397 -0.062 0.0627 -0.0765 -0.0408
H -5.649 -1.447 -1.309 0.2539 0.2371 0.0999
H -4.278 -0.357 -1.727 -0.0549 -0.1051 0.1070
H 1.886 1.026 -0.118 -1.1088 -0.5984 -0.9416
C -4.017 0.955 3.829 -0.9845 0.0481 0.3390
C -3.144 1.884 3.049 0.8483 1.0045 -0.2018
O -1.744 1.682 3.364 0.0309 -0.7875 -0.2579
P -0.809 2.892 3.983 -0.5627 1.2740 0.3784
O -1.013 2.675 5.585 0.1006 -0.5567 -0.4042
C -1.134 1.390 6.262 -0.1080 -0.2087 -1.0476
C -0.925 1.671 7.700 -0.1852 0.3589 1.1658
O 0.734 2.464 3.697 -0.3086 -0.6685 0.1955
C 1.715 1.958 4.655 -0.0233 1.4036 -0.0327
C 3.082 2.480 4.219 -0.8098 1.3106 1.6448
H -3.818 -0.090 3.597 0.1420 -0.0829 0.0733
H -5.080 1.163 3.577 0.5564 -0.1298 0.1117
H -3.916 1.115 4.911 0.0242 -0.1010 -0.3283
H -3.250 1.706 1.965 0.0156 0.0844 0.2669
H -3.435 2.943 3.248 0.2543 -0.5941 -0.1398
H -2.144 0.968 6.071 0.5960 0.2877 0.0494
H -0.395 0.664 5.867 -0.3283 0.4205 0.0941
H 0.055 2.134 7.877 -0.2304 -0.1397 -0.0421
H -1.704 2.365 8.075 0.4547 -0.3594 -0.1765
H -0.984 0.746 8.281 0.0208 0.0901 -0.0011
H 1.461 2.324 5.673 0.0621 -0.2482 -0.6468
H 1.685 0.897 4.613 -0.0622 -0.9440 0.1346
H 3.039 3.593 4.108 0.0628 -0.8987 -0.0072
H 3.803 2.261 5.015 -0.0043 -0.0294 -0.2240
H 3.379 2.022 3.321 0.4713 -0.4330 -1.1499
```
Forces are in eV/Å.

=====

(3)
The following is a quantum chemistry calculation of 11 unconnected molecules or ions with the total composition C11H44O11 in a non-equilibrium geometry, from the Open Molecules 2025 dataset.

Results
**Frontier orbital gap**: 9.7 eV
**E_tot**: -1272.91278 a.u.
**HOMO energy**: -9.44 eV
**Relative energy (zero: lowest compared OMol25 entry of this formula, charge and spin)**: 2.679 eV

```
66
Properties=species:S:1:pos:R:3:forces:R:3
C 14.116 10.012 7.772 -0.2771 -1.1350 0.3058
O 13.548 10.509 6.583 0.5544 -0.1559 0.3548
H 14.614 9.055 7.559 -0.0828 0.3291 -0.1055
H 14.820 10.647 8.283 0.5850 0.6664 -0.2370
H 13.370 9.797 8.542 -0.3846 -0.1167 -0.0779
H 13.050 11.304 6.807 -0.3286 0.1719 -0.3047
C 8.349 11.535 11.716 -0.8168 -0.2617 -0.3367
O 6.987 11.872 11.941 -0.4712 0.0244 0.1885
H 8.968 12.179 12.356 -0.0433 -0.3684 -0.2494
H 8.498 10.447 11.929 0.3318 0.7991 -0.1756
H 8.490 11.756 10.652 0.9466 -0.2614 0.1743
H 6.516 11.605 11.131 0.1086 0.0685 0.3721
C 8.357 11.190 5.086 0.3117 0.2328 -0.6394
O 6.949 11.131 5.241 0.0123 -0.0710 -0.2532
H 8.614 12.095 5.612 0.7295 0.1660 0.1314
H 8.825 10.301 5.527 0.1612 0.3157 0.0457
H 8.684 11.272 4.009 -0.3924 -0.0379 0.9182
H 6.745 10.254 4.942 -0.7899 -0.5573 -0.1825
C 9.297 7.324 11.583 -0.5380 1.3549 0.0663
O 9.724 6.015 11.782 0.1664 -0.7559 0.4120
H 8.403 7.422 10.949 -0.0590 -0.2933 0.1634
H 9.064 7.748 12.571 -0.1140 -0.2779 -0.2583
H 10.013 8.023 11.150 0.4624 -0.2698 -0.0967
H 10.140 5.623 11.014 -0.0220 0.2365 -0.2833
C 6.965 10.018 8.576 -0.1674 0.7764 -0.8367
O 6.165 10.951 9.339 0.4001 -0.1384 -0.0615
H 7.864 9.750 9.158 -0.6334 0.1370 -0.1959
H 6.334 9.161 8.325 0.3186 -0.2574 0.1520
H 7.275 10.483 7.596 -0.1608 -0.3985 0.9894
H 5.392 11.213 8.827 0.1897 -0.1124 -0.0235
C 11.933 13.827 6.822 -0.1284 0.4719 -0.6055
O 11.745 12.516 6.282 0.1133 -0.2343 0.5614
H 11.956 13.721 7.928 -0.0375 0.2092 -0.8315
H 12.850 14.311 6.422 -0.2214 -0.4380 0.4820
H 11.103 14.459 6.469 0.0771 -0.0470 0.5925
H 11.778 12.502 5.325 0.0647 0.3003 -0.1679
C 7.940 13.886 8.113 1.2504 -0.8141 0.4769
O 8.162 14.822 7.061 0.1018 -0.6457 0.5987
H 8.931 13.557 8.471 -0.3301 0.3733 0.0681
H 7.366 14.288 8.940 -0.0582 0.3203 0.1942
H 7.462 12.943 7.828 -0.1942 0.2249 -0.4935
H 7.324 14.832 6.626 -0.7053 0.4583 -0.8552
C 12.367 12.930 11.389 -0.8028 -0.0744 -0.9614
O 11.465 13.311 10.274 0.7555 0.2121 1.4478
H 12.726 13.825 11.905 0.0195 -0.1964 -0.0355
H 11.841 12.258 12.080 0.0404 0.2883 -0.0712
H 13.213 12.362 10.975 -0.3066 0.3689 -0.0607
H 10.925 14.048 10.616 0.2767 -0.5656 -0.3125
C 10.546 10.646 8.311 1.3199 -0.0100 -0.1885
O 10.237 9.679 9.295 -0.0347 -0.9304 0.0478
H 11.190 11.427 8.793 -0.7775 -0.5603 -0.5086
H 11.140 10.181 7.477 -0.5910 0.5286 0.5715
H 9.625 11.075 7.922 0.0434 0.3427 -0.2121
H 10.004 8.859 8.807 0.0070 0.5413 0.3099
C 10.616 6.866 7.033 -0.8415 0.2931 0.3236
O 9.400 7.610 7.475 0.8372 -1.2452 -0.2580
H 11.301 6.686 7.882 -0.4469 -0.0587 -0.2665
H 10.419 5.905 6.471 -0.0835 1.1832 0.6667
H 11.074 7.609 6.396 0.3589 -0.1947 -0.3577
H 8.754 6.996 7.848 0.2382 0.0292 -0.0564
C 12.822 7.405 10.995 -1.3700 -1.2342 -0.1922
O 13.803 6.808 10.190 1.6303 0.6516 -0.3585
H 12.208 8.109 10.432 -0.0182 0.1924 0.0096
H 12.193 6.536 11.282 0.0600 0.7811 0.1544
H 13.185 7.867 11.894 0.3723 0.2459 0.4505
H 14.568 7.416 10.139 -0.6156 -0.5774 -0.1185
```
Forces are in eV/Å.